1.
An isolated molecule of C21H21Br2FN4 at a distorted geometry. Source: the OMol25 dataset; level of theory: wB97M-V/def2-TZVPD.

Structure (XYZ):
```
49
Properties=species:S:1:pos:R:3
F 5.249 -6.133 -5.320
Br -3.131 4.480 -0.430
Br -1.717 0.746 -4.619
N 1.090 -0.401 -0.195
N 0.038 -0.237 -2.296
C 1.691 -1.906 -1.929
C 1.675 -2.378 -3.220
C 0.923 -0.764 -1.468
C 3.506 -4.484 -5.625
C 4.075 -5.272 -3.404
C 2.627 -3.606 -5.075
C 3.193 -4.341 -2.843
C -2.374 2.474 -2.383
C 4.306 -5.318 -4.787
C -2.238 2.922 -1.069
C 2.511 -3.460 -3.705
C -1.610 1.383 -2.799
C 0.271 0.523 0.237
C -1.340 2.319 -0.173
C -0.738 0.758 -1.891
C -0.627 1.206 -0.557
N 0.501 0.797 1.556
N -2.392 2.360 4.293
C -3.633 2.200 5.032
C -2.073 3.750 3.877
C -0.561 0.571 2.536
C -1.289 1.511 4.730
C -0.155 1.414 3.754
H 2.292 -2.413 -1.207
H 1.057 -1.873 -3.923
H 3.651 -4.570 -6.691
H 4.642 -5.927 -2.736
H 2.144 -2.885 -5.725
H 3.155 -4.270 -1.764
H -3.072 2.950 -3.081
H -1.249 2.702 0.833
H 1.347 0.314 1.778
H -3.840 1.136 5.235
H -3.543 2.708 6.013
H -4.439 2.617 4.471
H -1.417 3.808 3.004
H -1.545 4.267 4.688
H -3.030 4.289 3.651
H -0.649 -0.498 2.721
H -1.515 0.921 2.164
H -1.715 0.503 4.870
H -0.923 1.835 5.679
H 0.637 0.857 4.299
H 0.234 2.413 3.495
```

The LUMO energy is -0.0212 hartree. As for the charge: 0. For the strongest force on any atom, the calculation gives 2.9 eV Å⁻¹. The calculation puts the orbital gap at 7.38 eV. The calculation puts the energy above the lowest of the compared OMol25 structures with the same formula, charge and spin at 0.0 kcal per mole.

---

2.
The ion C21H21Cl2N2O2 with charge +1. Source: the OMol25 dataset; level of theory: wB97M-V/def2-TZVPD.

Structure (XYZ):
```
48
Properties=species:S:1:pos:R:3
C 1.472 0.567 -2.376
H 2.104 1.341 -2.806
H 2.047 -0.359 -2.290
H 0.605 0.411 -3.027
O 1.090 1.054 -1.109
C 0.467 0.217 -0.236
C -0.119 -0.982 -0.621
C -0.800 -1.788 0.283
C -0.888 -1.393 1.610
C -0.300 -0.212 2.011
C 0.384 0.610 1.118
O 0.893 1.734 1.667
C 1.945 2.458 1.050
C 3.122 1.609 0.643
C 3.961 2.024 -0.385
C 5.019 1.235 -0.791
C 5.248 0.006 -0.186
C 4.419 -0.409 0.852
C 3.373 0.398 1.272
H 2.757 0.066 2.093
Cl 4.676 -1.927 1.623
Cl 6.545 -0.992 -0.723
H 5.671 1.559 -1.586
H 3.783 2.971 -0.871
H 1.573 3.014 0.182
H 2.248 3.176 1.820
H -0.341 0.103 3.041
H -1.396 -2.010 2.334
C -1.518 -3.026 -0.173
N -2.971 -2.721 -0.333
H -3.314 -2.169 0.554
C -3.263 -1.674 -1.334
C -3.414 -0.386 -0.548
N -3.621 -0.611 0.747
C -3.768 0.410 1.573
C -3.710 1.723 1.133
C -3.495 1.961 -0.216
C -3.347 0.885 -1.084
H -3.183 1.036 -2.138
H -3.441 2.970 -0.592
H -3.827 2.536 1.829
H -3.933 0.160 2.611
H -2.464 -1.597 -2.072
H -4.196 -1.898 -1.857
H -3.504 -3.576 -0.488
H -1.125 -3.387 -1.125
H -1.424 -3.817 0.572
H -0.037 -1.299 -1.649
```

The LUMO energy is -0.0987 hartree. As for the charge: +1. For the strongest force on any atom, the calculation gives 0.7 eV Å⁻¹. The calculation puts the orbital gap at 8.27 eV. The calculation puts the energy above the lowest of the compared OMol25 structures with the same formula, charge and spin at 4.3 kcal per mole.

---

3.
A structure of composition C21H21ClMnN2O7PTe2. Source: the OMol25 dataset; level of theory: wB97M-V/def2-TZVPD.

Structure (XYZ):
```
56
Properties=species:S:1:pos:R:3
Mn 0.378 -0.969 -0.238
O 3.895 0.674 4.258
C 2.661 0.900 4.657
O 2.409 1.402 5.729
C 1.568 0.504 3.721
C 0.215 0.669 3.959
Cl -0.604 1.354 5.281
N -0.465 0.185 2.897
N 0.384 -0.268 1.966
C 1.601 -0.096 2.438
C 2.728 -0.549 1.544
O 3.893 -0.393 1.949
O 2.382 -1.035 0.436
C -1.875 0.151 2.649
C -2.707 -0.559 3.498
C -4.062 -0.613 3.215
C -4.564 0.021 2.087
C -3.713 0.715 1.241
C -2.357 0.790 1.520
H 3.934 0.246 3.335
H -2.297 -1.073 4.357
H -4.722 -1.174 3.864
H -5.620 -0.043 1.858
H -4.098 1.187 0.346
H -1.668 1.297 0.856
Te -1.686 -2.729 0.021
C -1.602 -3.639 -1.889
C -1.810 -2.900 -3.053
C -1.760 -3.506 -4.301
C -1.507 -4.867 -4.410
C -1.301 -5.614 -3.258
C -1.346 -5.004 -2.010
H -1.999 -1.836 -2.981
H -1.914 -2.908 -5.191
H -1.466 -5.340 -5.384
H -1.097 -6.676 -3.329
H -1.170 -5.594 -1.118
C -1.349 3.884 -1.750
C 0.157 3.852 -1.878
O 0.572 2.676 -2.609
P 1.049 1.404 -1.759
O 0.126 1.178 -0.580
Te 1.186 -0.542 -3.081
O 2.440 1.854 -1.116
C 3.687 1.843 -1.828
C 4.801 1.806 -0.812
H -1.662 4.785 -1.217
H -1.695 3.011 -1.196
H -1.817 3.880 -2.735
H 0.636 3.868 -0.897
H 0.527 4.703 -2.450
H 3.735 2.738 -2.455
H 3.712 0.963 -2.475
H 4.762 2.680 -0.161
H 5.766 1.800 -1.324
H 4.724 0.911 -0.194
```

The LUMO energy (alpha / beta) is 0.0894 / 0.0894 hartree. As for the charge: -1. The expectation value of S² is 8.756. For the strongest force on any atom, the calculation gives 0.2 eV Å⁻¹. The calculation puts the orbital gap (alpha / beta) at 6.99 / 7.11 eV. The calculation puts the energy above the lowest of the compared OMol25 structures with the same formula, charge and spin at 0.0 kcal per mole. The multiplicity is 6.